Entry 1:
Computed, not measured: C3H7N3OS as an isolated structure, with ωB97M-V with the def2-TZVPD basis set.

Geometry as XYZ:
```
15
Properties=species:S:1:pos:R:3:forces:R:3
C 0.6714 1.7463 -0.0459 -0.5 -0.9 -2.9
C -0.8008 -0.7433 0.7312 -1.9 -0.7 1.2
C 2.4141 -0.2491 0.0055 -1.3 -1.2 0.7
H -0.2806 1.5911 -0.9656 3.2 0.8 2.8
H 1.6768 2.4724 -0.6950 -3.4 -2.0 2.9
H 0.0571 1.9346 0.9631 2.0 0.7 -2.3
H -0.3228 -0.7208 1.7766 -0.7 0.4 -1.9
H -3.6404 -1.2329 -0.5658 3.1 -1.0 0.1
H -2.1955 -0.7164 -1.1907 0.0 -0.6 -0.8
H 3.1265 0.5554 0.1605 0.4 -0.1 -0.2
N 1.1620 0.2725 0.1545 -1.9 1.9 -1.9
N -2.0647 -1.0736 0.6603 3.5 -0.2 1.0
N -2.5405 -1.4695 -0.5858 -3.2 2.5 -0.5
O 0.0437 -0.4829 -0.3714 0.4 -0.8 2.1
S 2.6936 -1.8839 -0.0315 0.2 1.4 -0.3
```
Forces are in eV/Å.

Output
Frontier orbital gap in eV: 8.64
Molecular weight in g mol⁻¹: 133.176
Highest occupied orbital energy in eV: -8.71
LUMO in eV: -0.07
Relative energy (zero: lowest compared OMol25 entry of this formula, charge and spin) in eV: 7.202
Spin multiplicity: 1

=====

Entry 2:
Computed, not measured: C29H26N5O3S4SeV as an isolated structure, with ωB97M-V with the def2-TZVPD basis set.

Geometry as XYZ:
```
69
Properties=species:S:1:pos:R:3:forces:R:3
V -0.7922 -0.1691 0.8564 -0.2 0.4 -0.3
O 0.2436 1.6430 4.0226 0.0 -0.1 0.0
C -0.6858 1.4950 3.3048 -0.7 -0.4 -0.6
O -0.8658 0.3244 2.5473 0.8 0.7 0.8
C -1.8052 2.4344 3.0578 0.2 -0.1 -0.1
C -1.9996 3.4478 3.9828 0.0 0.0 0.0
C -3.0124 4.3790 3.8043 0.0 0.0 0.1
C -3.8182 4.3174 2.6809 0.0 -0.1 -0.2
C -3.6182 3.3242 1.7320 -0.1 0.1 0.1
C -2.6247 2.3639 1.9156 -0.1 0.0 0.1
S -2.5143 1.2361 0.5737 1.0 -0.5 0.1
H -1.3489 3.4948 4.8452 0.0 0.0 0.0
H -3.1645 5.1555 4.5406 0.0 0.0 0.0
H -4.5965 5.0522 2.5299 0.0 0.0 0.0
H -4.2351 3.2870 0.8440 0.0 0.0 0.0
O -0.5759 -0.2356 -0.8165 0.6 -0.1 -0.3
C -0.3685 0.3008 -2.2170 -0.7 -0.5 0.6
C -1.4092 -0.4294 -3.0315 -0.1 -0.2 0.1
C -1.8879 -1.6807 -2.7697 -0.1 -0.1 0.0
C -2.7416 -2.1692 -3.7968 0.1 0.1 0.1
C -2.8661 -1.2813 -4.8186 0.0 0.0 0.0
S -1.9761 0.1459 -4.5397 0.0 0.1 -0.2
C 1.0093 -0.1077 -2.6475 0.2 0.3 0.2
C 1.8246 -1.0720 -2.1421 0.0 -0.3 -0.2
C 2.9836 -1.2752 -2.9480 -0.1 0.1 0.1
C 3.0203 -0.4359 -4.0174 0.0 -0.1 0.0
S 1.6577 0.5842 -4.0726 0.0 0.2 -0.1
C -0.6043 1.7631 -2.0926 -0.1 0.1 -0.1
C -1.7771 2.4416 -2.2649 0.0 0.2 -0.1
C -1.6967 3.7939 -1.8426 0.1 0.0 0.0
C -0.4768 4.0988 -1.3197 -0.1 0.0 0.0
S 0.5802 2.7642 -1.3583 0.3 0.0 0.0
H -1.6271 -2.2475 -1.8868 0.0 0.0 0.0
H -3.2284 -3.1318 -3.7783 0.0 0.0 0.0
H -3.4429 -1.3808 -5.7232 0.0 0.0 0.0
H 1.5715 -1.6674 -1.2756 0.0 0.0 0.0
H 3.7373 -2.0231 -2.7624 0.1 0.0 0.1
H 3.7625 -0.3778 -4.7959 0.0 0.0 0.0
H -2.6682 2.0026 -2.6848 0.0 0.0 0.0
H -2.5041 4.5036 -1.9343 0.0 0.0 0.0
H -0.1321 5.0503 -0.9501 0.0 0.0 0.0
C 3.3448 -2.8169 0.9417 0.0 0.2 -0.1
N 3.8712 -1.5426 0.4582 0.2 -0.1 0.1
C 5.1010 -1.3868 -0.1438 -0.2 -0.2 0.0
C 5.2609 -0.0692 -0.3776 -0.1 0.2 0.0
N 4.1364 0.5674 0.0961 0.1 0.1 0.0
C 3.9712 2.0249 0.0896 0.0 -0.3 0.0
C 3.2884 -0.3395 0.6035 0.0 0.0 -0.3
Se 1.7632 0.0025 1.6498 -0.8 0.0 0.1
H 4.1480 -3.5468 0.9054 0.0 0.0 0.0
H 2.5291 -3.1473 0.2992 0.0 0.0 0.0
H 3.0009 -2.7005 1.9668 0.0 0.0 0.0
H 5.7470 -2.2218 -0.3455 0.0 0.0 0.0
H 6.0738 0.4724 -0.8254 0.0 0.0 0.0
H 4.9276 2.4729 0.3448 0.0 0.0 0.0
H 3.2247 2.2921 0.8311 0.0 0.0 0.0
H 3.6552 2.3459 -0.8971 0.0 0.1 -0.1
N -0.2239 -4.9263 2.9318 -0.1 0.1 -0.1
C -1.0959 -4.0356 2.4205 0.2 -0.4 0.0
C -0.6655 -2.9033 1.7075 0.0 0.2 -0.1
N -1.5555 -2.0152 1.2645 -0.2 0.1 0.2
C -2.8685 -2.2425 1.4495 0.2 0.1 -0.2
C -3.2543 -3.3926 2.1117 -0.1 -0.2 0.1
N -2.3947 -4.2676 2.6096 -0.2 0.2 -0.1
H 0.7694 -4.8168 2.8504 0.0 0.0 0.0
H -0.5863 -5.7146 3.4431 0.0 0.0 0.0
H 0.3814 -2.6978 1.5270 0.0 0.0 0.1
H -3.5698 -1.5144 1.0765 0.0 0.0 0.0
H -4.3063 -3.5993 2.2604 0.0 0.0 0.0
```
Forces are in eV/Å.

Output
Frontier orbital gap (alpha / beta) in eV: 5.01 / 5.00
Molecular weight in g mol⁻¹: 750.731
Highest occupied orbital energy (alpha / beta) in eV: -13.33 / -13.33
LUMO (alpha / beta) in eV: -8.32 / -8.33
Net charge: +2
Relative energy (zero: lowest compared OMol25 entry of this formula, charge and spin) in eV: 2.598
Spin multiplicity: 1

=====

Entry 3:
Computed, not measured: a 10-piece molecular cluster, C40H110N10O10 overall, with ωB97M-V with the def2-TZVPD basis set.

Geometry as XYZ:
```
170
Properties=species:S:1:pos:R:3:forces:R:3
C 0.8284 0.1410 -1.7449 0.0 0.4 1.2
C 0.4536 -0.3218 -0.3304 1.4 -0.1 0.8
C -0.4954 0.5322 0.5777 0.5 -0.4 -1.6
O -1.7017 0.7124 -0.1138 -1.0 0.0 0.5
C -2.7091 1.3370 0.7019 0.1 -0.2 -1.5
N -0.1097 -1.6197 -0.4844 -1.7 -0.5 1.5
H 1.3056 1.1186 -1.6775 -0.3 0.2 -0.7
H -0.0808 0.0218 -2.3340 0.0 0.9 -0.2
H 1.5184 -0.5778 -2.1870 0.3 0.1 0.2
H 1.3016 -0.4694 0.3385 0.7 0.5 -0.3
H -0.0501 1.5041 0.7901 0.3 0.1 0.2
H -0.7179 -0.0056 1.4994 0.4 -0.2 0.2
H -2.5323 2.4118 0.6590 -0.1 0.1 0.5
H -2.7886 0.9469 1.7166 0.4 0.0 0.1
H -3.6485 1.1214 0.1929 -0.1 0.1 0.1
H 0.3282 -2.2588 -1.1324 -0.3 0.5 -0.2
H -1.0515 -1.3124 -0.6814 -0.6 -1.6 -0.7
C -12.2197 5.5927 1.2847 -0.6 0.3 -1.9
C -12.2631 4.9434 -0.1482 -1.9 1.4 0.8
C -11.8564 5.8556 -1.3081 0.7 0.8 1.5
O -12.6536 7.0319 -1.2341 0.5 0.3 -2.0
C -12.4350 8.0385 -2.3112 -0.9 -1.3 1.4
N -11.4887 3.7732 -0.0683 1.2 -1.2 -0.3
H -12.8375 6.4894 1.2354 0.3 0.2 0.3
H -11.1700 5.8281 1.4600 0.0 0.3 0.3
H -12.6083 4.9510 2.0754 0.1 -0.2 -0.3
H -13.2866 4.7043 -0.4372 -0.4 -0.3 0.5
H -11.8886 5.3019 -2.2465 -0.5 0.1 -0.3
H -10.8028 6.0781 -1.1396 0.5 0.5 -0.1
H -11.5556 8.6295 -2.0553 -0.2 0.2 -0.1
H -13.3949 8.5548 -2.3076 0.4 0.6 0.2
H -12.3717 7.6434 -3.3251 0.4 -0.6 0.1
H -10.7512 3.9752 0.5915 0.3 -0.4 0.1
H -11.0173 3.6621 -0.9546 0.2 -0.6 -0.2
C -0.7742 -2.9098 10.5384 0.0 1.7 -1.0
C -0.7202 -3.6346 9.1751 0.7 -1.7 0.0
C 0.7625 -3.8250 8.7956 -0.8 0.3 0.1
O 1.2440 -2.5649 8.4488 1.0 0.6 0.8
C 1.2204 -2.0514 7.1419 0.2 0.1 0.4
N -1.2839 -4.9694 9.2829 -0.2 -1.9 0.0
H -1.7544 -2.4842 10.7529 -0.2 -0.6 0.4
H -0.1568 -2.0119 10.5652 0.1 0.3 -0.9
H -0.2845 -3.3939 11.3834 -0.7 -1.1 -0.2
H -1.1378 -3.3227 8.2178 -0.4 2.0 0.6
H 0.9482 -4.5311 7.9862 -0.4 -0.2 -0.2
H 1.2656 -4.2071 9.6838 0.4 0.2 0.0
H 0.4422 -1.2985 7.0171 -0.3 -0.1 0.0
H 1.1108 -2.8090 6.3659 0.1 -0.2 0.0
H 2.1711 -1.5234 7.0675 0.0 -0.1 -0.5
H -1.2760 -5.3788 8.3596 0.8 -0.3 -0.4
H -2.2752 -5.1030 9.4227 -0.3 1.0 0.9
C 6.6948 -5.6742 -4.5831 0.5 1.2 -0.3
C 7.8549 -6.6925 -4.4235 -1.7 0.6 0.1
C 8.7356 -6.8019 -5.6998 -0.6 0.7 0.9
O 9.6290 -7.8691 -5.6331 0.2 -0.4 -0.4
C 10.3483 -8.0487 -6.8601 -0.3 -0.8 1.0
N 8.6158 -6.4176 -3.2142 1.2 -0.3 -0.4
H 6.0458 -5.4825 -3.7286 -0.4 -1.6 0.3
H 6.1458 -5.8884 -5.5001 -0.3 0.0 0.2
H 6.9337 -4.6107 -4.5859 1.2 0.2 -0.9
H 7.2586 -7.5958 -4.2945 0.4 -0.8 -0.3
H 9.3503 -5.9098 -5.8204 -0.3 0.6 0.0
H 8.0770 -6.8997 -6.5628 -0.2 0.0 -0.2
H 10.7919 -7.1419 -7.2712 0.2 0.2 0.4
H 9.7167 -8.4697 -7.6423 -0.3 -0.1 0.0
H 11.0748 -8.8059 -6.5652 0.3 0.2 -0.5
H 8.2315 -6.8350 -2.3787 -0.7 0.1 0.0
H 9.4382 -6.9891 -3.3452 0.7 0.1 0.2
C 2.9503 -11.8819 2.0943 1.1 0.5 -0.3
C 2.6348 -10.4013 2.1905 -1.0 0.7 0.0
C 2.6626 -9.6368 0.8552 -0.1 -0.1 -0.3
O 1.7406 -10.2008 -0.0691 0.1 -1.0 -0.9
C 2.0371 -9.9182 -1.4463 0.7 -0.4 1.2
N 1.3047 -10.1760 2.6918 -1.0 0.3 0.1
H 2.1773 -12.4639 1.5924 0.2 0.3 -0.4
H 3.1174 -12.3710 3.0539 0.0 0.3 0.2
H 3.9065 -11.8536 1.5719 0.1 -1.0 -0.3
H 3.3033 -9.8510 2.8526 0.6 -0.3 0.0
H 3.6961 -9.6100 0.5099 0.1 -0.1 -0.5
H 2.2624 -8.6245 0.9122 0.7 0.4 1.0
H 2.0637 -8.8420 -1.6170 -0.4 0.1 -0.2
H 1.3588 -10.4852 -2.0839 -0.2 0.4 0.2
H 3.0401 -10.2907 -1.6544 0.2 0.0 -0.2
H 1.0096 -10.9158 3.3128 0.0 -0.1 0.1
H 0.7516 -10.2471 1.8497 -0.8 -0.1 0.2
C -1.7396 4.9354 7.7081 0.6 -0.2 0.0
C -1.0835 3.7100 8.3992 -0.2 0.4 0.3
C 0.4923 3.8150 8.5362 -1.5 -1.0 0.3
O 0.8968 4.3869 7.3593 0.1 1.1 -2.0
C 2.1907 4.2666 6.8674 2.0 0.2 1.6
N -1.6887 3.6145 9.7183 0.2 0.7 0.3
H -2.8289 4.9015 7.7284 -0.1 -0.3 0.5
H -1.5267 4.9768 6.6399 0.5 0.1 0.1
H -1.4102 5.8417 8.2162 0.0 0.1 -0.2
H -1.4285 2.8518 7.8225 0.8 -0.4 -0.4
H 0.9871 2.8574 8.6987 -0.3 -0.7 -0.4
H 0.7768 4.3210 9.4587 -0.3 1.0 0.0
H 2.8353 5.1211 7.0734 -0.6 1.1 -0.1
H 2.3585 4.0781 5.8070 -0.9 -0.4 0.0
H 2.8012 3.6182 7.4959 -0.3 -1.2 -0.3
H -1.3414 2.8628 10.2966 -0.3 -0.2 -0.2
H -2.6933 3.6231 9.6142 0.0 -0.3 0.4
C -4.9229 -5.8770 1.5475 -1.8 -1.3 -0.7
C -5.4386 -5.4836 2.9189 1.1 1.6 -0.5
C -6.9750 -5.2506 3.0035 1.1 -0.4 -1.4
O -7.4058 -4.3962 1.7953 0.6 -3.1 2.9
C -8.6771 -3.9621 2.1710 -0.5 2.8 -0.4
N -4.7697 -6.4069 3.8712 -1.4 0.4 0.5
H -3.8439 -6.0092 1.4674 -0.1 0.6 0.0
H -5.4305 -5.4364 0.6894 0.6 0.8 0.1
H -5.3303 -6.8841 1.4582 0.2 -0.6 -0.2
H -5.1351 -4.4530 3.1028 0.8 0.0 0.4
H -7.2423 -4.7599 3.9394 0.2 0.4 -0.1
H -7.4675 -6.2215 3.0585 -0.6 0.0 -0.7
H -9.1236 -3.4216 1.3365 -0.3 -0.7 -0.5
H -8.5307 -3.0934 2.8130 -0.1 0.0 0.9
H -9.4044 -4.6076 2.6635 0.4 -0.6 -0.3
H -3.7706 -6.4053 3.7235 0.1 0.5 -0.1
H -5.0229 -7.3469 3.6021 -0.3 -0.3 0.1
C 9.5843 3.2809 -2.2662 1.4 0.1 0.7
C 8.0945 3.4344 -2.4149 0.4 1.0 0.0
C 7.7290 4.9631 -2.1064 -1.4 -0.5 1.1
O 7.6232 5.2500 -0.6902 1.5 0.1 0.7
C 7.0155 6.4730 -0.2472 -0.1 -0.5 -0.2
N 7.7427 2.9892 -3.7788 -0.5 0.3 0.8
H 10.1448 3.7440 -3.0782 -0.1 0.0 -0.3
H 9.9664 2.2676 -2.1423 -0.5 -0.3 -0.5
H 9.9841 3.7478 -1.3660 -0.4 0.4 0.2
H 7.6567 2.7437 -1.6943 -0.5 0.3 0.0
H 6.7040 5.2373 -2.3560 0.0 -0.3 -1.5
H 8.4664 5.5874 -2.6108 0.0 0.2 0.0
H 7.3881 7.4329 -0.6048 0.4 -0.2 -1.0
H 7.1732 6.6182 0.8215 0.0 -0.8 0.1
H 5.9428 6.4192 -0.4328 -0.2 0.1 -0.1
H 6.7471 3.1094 -3.8996 -0.3 -0.2 -0.2
H 8.1685 3.5771 -4.4812 0.3 0.1 0.0
C 4.2747 0.2335 -8.9363 0.5 0.8 1.0
C 4.0246 1.2587 -10.0056 0.5 -0.4 0.1
C 4.3707 2.7361 -9.6776 -0.6 0.5 -0.2
O 4.0590 3.1450 -8.3336 -0.6 0.7 -0.7
C 4.3427 4.5503 -8.0658 1.0 -1.1 0.1
N 4.7974 0.8599 -11.1850 0.0 1.2 0.4
H 4.3915 -0.7681 -9.3502 -0.6 0.0 0.1
H 3.4497 0.3847 -8.2402 0.2 -0.8 0.3
H 5.2128 0.4226 -8.4144 0.0 0.1 0.1
H 2.9563 1.1737 -10.2043 -0.3 0.4 -0.2
H 3.8211 3.3468 -10.3938 -0.8 0.2 0.0
H 5.3643 3.0366 -10.0102 0.8 -0.7 0.7
H 5.4326 4.5652 -8.0603 0.2 0.6 0.2
H 3.9591 4.8639 -7.0949 0.0 -0.7 0.1
H 3.9910 5.3397 -8.7300 -0.4 -0.6 -0.8
H 4.4966 1.5290 -11.8792 0.3 -0.5 -0.9
H 4.5933 -0.0969 -11.4363 -0.2 0.2 -0.3
C -2.4800 8.0710 -2.5551 -1.0 0.2 -0.5
C -4.0226 8.1866 -2.9158 1.4 1.8 -0.6
C -4.4013 9.4145 -3.8948 1.4 -0.3 1.1
O -4.0741 10.7416 -3.3987 -1.6 -1.0 0.2
C -5.0399 11.1217 -2.3205 2.2 -0.2 -1.5
N -4.5370 7.0022 -3.5554 -0.2 -0.7 0.7
H -1.8649 7.9225 -3.4426 0.1 0.5 -0.1
H -2.2580 7.1974 -1.9422 -0.5 -0.2 0.1
H -2.1986 8.9208 -1.9333 0.3 0.2 -0.4
H -4.4310 8.3783 -1.9235 -0.9 -0.3 -0.2
H -5.4334 9.3330 -4.2359 -0.4 0.1 0.6
H -3.8431 9.2369 -4.8140 0.5 0.3 0.0
H -5.9534 10.5657 -2.5314 -0.1 0.2 0.7
H -5.1682 12.2038 -2.3448 -0.2 -0.1 -0.4
H -4.4667 10.9228 -1.4150 -0.8 -0.4 0.4
H -4.0532 6.2391 -3.1040 -0.3 -0.5 0.1
H -4.2609 6.9059 -4.5221 0.1 0.5 -0.3
```
Forces are in eV/Å.

Output
Frontier orbital gap in eV: 9.20
Molecular weight in g mol⁻¹: 891.380
Structure (SMILES): COC[C@H](C)N.COC[C@H](C)N.COC[C@H](C)N.COC[C@H](C)N.COC[C@H](C)N.COC[C@H](C)N.COC[C@H](C)N.COC[C@H](C)N.COC[C@H](C)N.COC[C@H](C)N
Highest occupied orbital energy in eV: -8.79
LUMO in eV: 0.41
Relative energy (zero: lowest compared OMol25 entry of this formula, charge and spin) in eV: 8.857
Spin multiplicity: 1

=====

Entry 4:
Computed, not measured: a 4-piece molecular cluster, C19H22F17N7O3 overall, with ωB97M-V with the def2-TZVPD basis set.

Geometry as XYZ:
```
68
Properties=species:S:1:pos:R:3:forces:R:3
F 3.7174 2.1074 2.6892 0.7 -0.5 1.0
C 3.0258 2.4489 1.6223 -0.2 -1.1 0.7
F 3.8686 2.5800 0.6396 0.6 0.3 -1.4
F 2.4486 3.5772 1.9038 -0.9 1.6 -0.2
C 1.9746 1.3199 1.3880 0.6 0.2 -0.2
F 2.5566 0.1735 1.6715 0.8 -1.3 -0.3
F 1.0330 1.4885 2.2933 -1.3 0.5 0.7
C 1.3765 1.3025 -0.0317 -0.5 0.4 0.6
F 1.0189 2.5705 -0.2752 -0.2 0.8 -0.3
F 2.3013 0.9928 -0.9229 0.5 -0.8 -0.5
C 0.0764 0.4414 -0.1320 -0.1 0.9 0.1
F 0.1027 -0.5704 0.6993 0.5 -1.6 0.4
F -0.8997 1.2302 0.3361 -0.8 0.8 0.0
C -0.3808 0.0496 -1.5542 1.1 0.5 -0.1
F -1.6082 -0.3932 -1.4812 -1.3 -1.1 0.5
F -0.4554 1.1921 -2.2428 0.4 1.0 -0.6
C 0.4770 -0.9308 -2.4007 -0.5 -1.1 0.6
F 1.3779 -0.3048 -3.1159 1.3 1.2 -0.2
F -0.3490 -1.4788 -3.2872 -1.0 -0.5 -0.5
C 1.1748 -2.1285 -1.6991 -0.6 -0.4 -1.2
F 1.9360 -2.6786 -2.6398 0.5 -0.5 -1.1
F 2.0255 -1.7470 -0.7669 0.3 0.8 1.5
C 0.2617 -3.2845 -1.2186 1.2 -1.2 1.2
F -0.1681 -4.0225 -2.2222 -0.4 -0.1 -1.4
F -0.7965 -2.8684 -0.5405 -0.7 0.9 0.5
C 1.1071 -4.2242 -0.3327 -0.9 1.0 -0.5
N 1.8273 -5.1127 -0.9715 0.7 -0.7 0.1
N 2.5742 -5.8907 -0.2092 -0.3 0.3 -0.8
C 2.4954 -5.6682 1.0874 0.6 -0.7 0.6
N 1.7421 -4.7937 1.7241 -0.6 0.7 -0.2
N 0.9981 -4.0192 0.9592 0.5 -0.2 0.9
H 3.1274 -6.2802 1.7064 0.1 -0.2 0.1
C -2.3578 3.5656 5.7820 0.0 0.0 0.0
C -2.0812 2.6538 4.6107 0.0 -0.3 -0.1
O -2.2077 1.4430 4.6885 0.0 0.1 0.0
N -1.6801 3.2303 3.4451 -0.1 0.1 0.2
C -1.4743 4.6376 3.1596 0.1 -0.4 -0.3
H -2.6653 2.9613 6.6302 0.0 -0.1 -0.1
H -1.4584 4.1187 6.0562 -0.1 0.1 0.0
H -3.1610 4.2635 5.5417 0.1 0.1 0.0
H -1.5130 2.5641 2.7065 0.0 0.0 0.0
H -2.1294 4.9389 2.3401 0.0 0.2 0.1
H -0.4387 4.7947 2.8511 0.0 0.2 0.0
H -1.6840 5.2540 4.0271 0.0 0.0 0.0
C 3.1128 3.4586 -6.8840 0.0 0.0 0.0
C 2.5622 2.3311 -6.0439 -0.1 -0.2 0.0
O 2.3337 1.2281 -6.5105 0.0 0.1 0.0
N 2.3237 2.5852 -4.7276 0.1 0.1 -0.2
C 2.5296 3.8214 -3.9972 -0.2 -0.5 0.2
H 3.2477 3.1028 -7.9009 0.0 -0.1 0.0
H 2.4177 4.2992 -6.8983 0.1 0.1 0.0
H 4.0794 3.7859 -6.4982 -0.1 0.1 0.0
H 1.9574 1.7904 -4.2268 0.0 0.0 0.0
H 3.2291 3.6439 -3.1777 0.0 0.2 0.0
H 1.5790 4.1536 -3.5752 0.1 0.2 0.0
H 2.9251 4.6013 -4.6390 0.0 0.0 0.0
C -4.2257 -5.1127 2.7955 0.0 0.0 0.0
C -3.2304 -4.6752 1.7488 0.3 0.0 -0.1
O -2.1612 -5.2459 1.5918 -0.1 0.0 0.0
N -3.5607 -3.6109 0.9707 -0.1 -0.2 0.2
C -4.7699 -2.8100 1.0006 0.4 0.1 -0.3
H -3.8195 -5.9669 3.3289 0.1 0.0 -0.1
H -4.4056 -4.3089 3.5105 -0.1 0.0 0.0
H -5.1660 -5.4085 2.3282 -0.1 0.1 0.1
H -2.8495 -3.3776 0.2970 0.0 0.0 0.0
H -5.2600 -2.8616 0.0265 -0.2 0.0 0.1
H -4.5075 -1.7699 1.2025 -0.2 0.0 0.1
H -5.4580 -3.1571 1.7637 0.0 0.0 0.0
```
Forces are in eV/Å.

Output
Frontier orbital gap in eV: 8.28
Molecular weight in g mol⁻¹: 719.397
Structure (SMILES): FC(F)(F)C(F)(F)C(F)(F)C(F)(F)C(F)(F)C(F)(F)C(F)(F)C(F)(F)c1nncnn1.CNC(C)=O.CNC(C)=O.CNC(C)=O
Highest occupied orbital energy in eV: -9.40
LUMO in eV: -1.12
Relative energy (zero: lowest compared OMol25 entry of this formula, charge and spin) in eV: 0.608
Spin multiplicity: 1